{"formula": "C42H51BF3N8OS2Ti", "method": "ωB97M-V/def2-TZVPD", "elements": ["Ti", "C", "C", "C", "C", "C", "C", "N", "N", "B", "N", "C", "C", "C", "N", "C", "C", "C", "N", "C", "C", "C", "N", "C", "C", "C", "H", "H", "H", "H", "H", "H", "H", "H", "H", "H", "H", "H", "H", "H", "H", "H", "H", "H", "H", "H", "H", "H", "H", "H", "H", "H", "H", "H", "C", "N", "C", "C", "S", "N", "C", "C", "H", "H", "H", "H", "H", "H", "H", "H", "H", "H", "H", "H", "C", "C", "O", "S", "C", "C", "C", "C", "C", "C", "C", "C", "H", "H", "H", "H", "H", "H", "H", "F", "C", "F", "F", "C", "C", "C", "C", "C", "C", "C", "C", "H", "H", "H", "H"], "coordinates": [[0.3583, -0.9396, 1.3467], [-3.5632, 1.0659, 3.2695], [-3.4699, -0.0959, 2.2530], [-4.8459, -0.6668, 1.8721], [-2.6856, -1.2300, 2.8184], [-3.1191, -2.1331, 3.8650], [-2.0181, -2.9015, 4.1348], [-0.9784, -2.5664, 3.3155], [-1.4080, -1.5387, 2.4977], [0.3503, -3.3310, 3.1425], [1.5399, -2.4023, 3.4952], [2.6556, -2.6758, 4.2074], [3.4563, -1.5444, 4.2447], [2.7636, -0.5252, 3.5543], [1.5784, -1.0719, 3.0624], [3.0662, 0.9633, 3.6002], [1.9371, 1.6992, 4.3336], [3.2606, 1.4285, 2.1482], [0.4498, -3.8762, 1.6908], [0.5307, -5.1649, 1.3325], [0.4489, -5.2766, -0.0316], [0.3072, -3.9423, -0.5413], [0.2900, -3.0864, 0.5279], [0.1973, -3.6667, -2.0346], [-1.2661, -4.0116, -2.4127], [0.7489, -2.3025, -2.4078], [-3.9909, 1.9651, 2.7946], [-4.1330, 0.7243, 4.1491], [-2.5668, 1.3105, 3.5931], [-2.9133, 0.2397, 1.3815], [-5.3116, -1.1173, 2.7926], [-5.5590, 0.0962, 1.4864], [-4.7585, -1.4470, 1.0866], [-4.1226, -2.1917, 4.2828], [-1.9396, -3.7583, 4.8249], [0.2808, -4.2604, 3.9051], [2.8078, -3.6267, 4.7325], [4.4408, -1.4201, 4.6758], [4.0164, 1.0458, 4.1645], [0.9670, 1.4583, 3.8596], [1.9398, 1.3375, 5.3857], [2.0752, 2.7993, 4.2933], [2.2776, 1.6430, 1.6631], [3.8589, 2.3629, 2.1302], [3.7837, 0.7044, 1.5154], [0.6834, -5.9454, 2.0776], [0.4908, -6.1684, -0.6784], [0.8009, -4.4443, -2.4992], [-1.9698, -3.3399, -1.8559], [-1.4920, -3.8576, -3.4947], [-1.4606, -5.0323, -2.1359], [0.1746, -1.4799, -1.9651], [1.8017, -2.2369, -2.0943], [0.7422, -2.1998, -3.5123], [-1.6941, -0.4088, -4.7939], [-3.0166, -0.2606, -4.2184], [-4.0968, -1.0887, -4.7996], [-3.1172, 0.1421, -2.8781], [-2.2483, -0.6164, -1.6282], [-4.0357, 1.1270, -2.6089], [-4.3425, 1.5042, -1.2557], [-4.4739, 2.0550, -3.6300], [-1.6696, -0.0996, -5.8544], [-1.2971, -1.4418, -4.7030], [-1.0122, 0.2770, -4.2689], [-3.8605, -2.1565, -4.6911], [-4.1519, -0.8281, -5.8678], [-5.0486, -0.8401, -4.3405], [-4.3449, 0.6111, -0.6382], [-5.3125, 2.0338, -1.2786], [-3.5773, 2.2315, -0.9154], [-3.9470, 1.9010, -4.5787], [-4.2673, 3.0885, -3.3064], [-5.5592, 1.9186, -3.7956], [5.7449, -0.0570, -7.7053], [5.3017, 0.1070, -6.2707], [4.1577, 0.4170, -5.9503], [6.6144, -0.1989, -5.0663], [5.5994, -0.1941, -3.6692], [4.8695, 0.9684, -3.3764], [3.9424, 0.9416, -2.3703], [3.7286, -0.3080, -1.6453], [4.6152, -1.4088, -1.8775], [5.5005, -1.3706, -2.9320], [2.6599, -0.4676, -0.7698], [1.7241, -0.6059, 0.0556], [6.3477, 0.8186, -8.0243], [4.8578, -0.2297, -8.3478], [6.4377, -0.9321, -7.7272], [5.0818, 1.8598, -3.9800], [3.2849, 1.7732, -2.1701], [4.5204, -2.3141, -1.2926], [6.0638, -2.2418, -3.2677], [0.4665, 8.0387, 3.4269], [-0.7578, 7.4520, 3.6605], [-1.7041, 8.2257, 3.0103], [-0.9933, 7.6031, 5.0306], [-0.7651, 6.0388, 3.2172], [-0.7960, 4.9945, 4.1674], [-0.7608, 3.6427, 3.7675], [-0.7198, 3.2913, 2.3873], [-0.7128, 4.3733, 1.4218], [-0.7550, 5.7178, 1.8378], [-0.5720, 1.9648, 1.9326], [-0.3708, 0.7801, 1.5082], [-0.8184, 5.2915, 5.2195], [-0.8077, 2.8732, 4.5496], [-0.6899, 4.1196, 0.3740], [-0.7305, 6.5191, 1.0837]], "total_charge": 1}


{"formula": "C6H14O3", "method": "ωB97M-V/def2-TZVPD", "elements": ["C", "C", "C", "C", "H", "H", "H", "H", "H", "H", "H", "H", "H", "H", "C", "C", "O", "O", "O", "H", "H", "H", "H"], "coordinates": [[1.2550, 0.7025, -0.8378], [0.5944, -0.6719, -0.6673], [1.6057, 1.4304, 0.4612], [1.2857, -1.6641, 0.2720], [2.1713, 0.5690, -1.4227], [0.5839, 1.3193, -1.4416], [-0.3995, -0.2475, 0.4630], [0.6293, -1.1333, -1.6572], [2.3289, -1.8005, -0.0255], [0.7159, 1.6342, 1.0586], [2.0742, 2.3902, 0.2394], [2.2973, 0.8517, 1.0745], [1.2677, -1.3194, 1.3060], [0.7849, -2.6307, 0.2275], [-2.0681, 1.0960, 1.1108], [-1.2609, -0.6761, -0.8522], [-1.4688, -0.1835, 0.9438], [-1.6056, -1.9802, -0.7811], [-1.7132, 0.1491, -1.5976], [-2.3758, -2.0979, -1.3562], [-3.1314, 0.9595, 1.3125], [-1.6096, 1.6023, 1.9634], [-1.9612, 1.7010, 0.2064]], "total_charge": 0}


ΔE to the lowest compared entry with this formula, charge and spin per entry: 0.0; 326.5 kJ/mol
Molecular weight per entry: 863.732; 134.175 Da